Run w
The following is a DFT calculation (wB97M-V/def2-TZVPD) of C33H32N2O4PV as an isolated structure.

The geometry in XYZ format:
```
73
Properties=species:S:1:pos:R:3:mulliken_charge:R:1
V 0.05598 -0.02628 0.30915 -0.02
O -1.71917 -2.40578 6.43410 -0.51
C -1.62668 -1.02702 6.19385 -0.65
C -1.06252 -0.80788 4.82290 0.18
C -0.40889 0.36862 4.45897 -1.22
C 0.05065 0.51166 3.16179 -0.33
N -0.14456 -0.40222 2.21565 0.47
C -0.79373 -1.53446 2.54990 -0.51
C -1.23714 -1.78041 3.84265 -0.28
C -1.11399 -2.36640 1.39411 0.99
C -1.60702 -3.65984 1.46080 -0.31
C -1.97584 -4.31370 0.29080 0.31
C -2.46115 -5.72959 0.34161 -0.85
O -2.09308 -6.29579 1.57032 -0.47
C -1.87666 -3.60326 -0.90670 -1.04
C -1.35521 -2.32665 -0.89127 -0.53
N -0.94065 -1.72106 0.22243 0.18
H -1.94891 -2.56209 7.35596 0.33
H -1.00915 -0.51800 6.94322 0.40
H -2.62594 -0.55708 6.21216 0.30
H -0.26251 1.15852 5.17911 0.52
H 0.59594 1.39804 2.86541 0.16
H -1.75430 -2.68819 4.10820 0.60
H -1.68923 -4.18466 2.39679 0.66
H -2.02305 -6.28589 -0.50002 0.38
H -3.55740 -5.73470 0.20834 0.39
H -2.37694 -7.21511 1.60157 0.33
H -2.17040 -4.04951 -1.84297 0.53
H -1.26948 -1.76346 -1.81393 0.61
O -0.31612 0.68366 -1.59905 -0.64
C 0.59588 -0.08232 -1.50606 0.49
C 1.63100 -0.69891 -2.25868 -0.36
C 1.85961 -0.60910 -3.63578 -0.55
C 2.95662 -1.26642 -4.16260 -0.68
C 3.81247 -2.00009 -3.34649 -0.77
C 3.59470 -2.09116 -1.97580 -0.20
C 2.49574 -1.44766 -1.43453 -0.24
P 2.08022 -1.29066 0.34030 2.99
C 1.81967 -2.97947 0.91638 0.91
C 1.59145 -4.02805 0.02918 -0.72
C 1.36460 -5.29796 0.53009 -1.05
C 1.34747 -5.52253 1.89736 -0.62
C 1.54578 -4.47283 2.78107 -1.15
C 1.77110 -3.19987 2.29322 -0.59
C 3.71429 -0.75605 0.93632 0.59
C 4.16774 0.46238 0.42938 -0.77
C 5.45718 0.88414 0.68943 -0.79
C 6.30300 0.08301 1.44435 -0.69
C 5.85607 -1.12802 1.94572 -0.71
C 4.55980 -1.55248 1.70107 -0.33
H 1.19795 -0.03446 -4.26616 0.60
H 3.15272 -1.20474 -5.22123 0.46
H 4.66360 -2.49715 -3.78641 0.50
H 4.27332 -2.63980 -1.33652 0.59
H 1.61379 -3.85944 -1.04060 0.55
H 1.21448 -6.12357 -0.14751 0.52
H 1.17820 -6.51717 2.27507 0.49
H 1.53661 -4.65152 3.84433 0.51
H 1.92803 -2.36706 2.96679 0.66
H 3.50314 1.05758 -0.18610 0.42
H 5.81023 1.82877 0.30450 0.48
H 7.31411 0.40211 1.63963 0.42
H 6.51828 -1.75300 2.52581 0.47
H 4.22107 -2.50154 2.08691 0.42
C 2.54530 3.09679 1.91880 -0.97
C 1.23230 3.24264 1.15762 -0.53
O 1.00992 2.13293 0.26924 -0.38
H 2.58182 3.78907 2.75573 0.40
H 3.39304 3.29623 1.27040 0.37
H 2.64934 2.08313 2.30160 0.24
H 1.22759 4.17081 0.57946 0.41
H 0.37440 3.27498 1.83852 0.36
H 1.37663 2.37510 -0.59159 0.26
```

Properties
Total charge = +2
Spin multiplicity = 3


Run x
The following is a DFT calculation (wB97M-V/def2-TZVPD) of C33H32N2O4PV as an isolated structure.

The geometry in XYZ format:
```
73
Properties=species:S:1:pos:R:3:mulliken_charge:R:1
V -0.06103 0.26275 -0.09026 0.03
O -4.88613 4.79334 -1.67404 -0.51
C -3.94999 4.39780 -2.64808 -0.67
C -2.93272 3.51372 -1.99192 0.25
C -1.65945 3.33233 -2.52384 -1.22
C -0.78257 2.47898 -1.88801 -0.32
N -1.10654 1.79099 -0.78324 0.42
C -2.34364 1.95943 -0.26673 -0.39
C -3.26682 2.81357 -0.83507 -0.29
C -2.63894 1.04233 0.84416 0.89
C -3.74857 1.13362 1.65992 -0.22
C -3.97988 0.14976 2.61449 0.26
C -5.17126 0.23499 3.52057 -0.83
O -5.68202 1.54710 3.47711 -0.48
C -3.08619 -0.91532 2.68300 -1.01
C -1.98838 -0.92759 1.85145 -0.55
N -1.73429 0.04442 0.96159 0.11
H -5.47767 5.45735 -2.04136 0.33
H -3.45483 5.24972 -3.12262 0.40
H -4.42795 3.80882 -3.44326 0.31
H -1.35428 3.85428 -3.42093 0.52
H 0.22657 2.35364 -2.25554 0.16
H -4.25327 2.94453 -0.41365 0.58
H -4.43535 1.96403 1.58361 0.64
H -4.86827 -0.05149 4.53386 0.38
H -5.91553 -0.49679 3.18217 0.38
H -6.44688 1.61497 4.05726 0.32
H -3.23198 -1.72279 3.38847 0.52
H -1.28399 -1.74740 1.89516 0.60
O 0.71567 -1.65190 0.12949 -0.67
C 0.96761 -0.87542 1.03527 0.48
C 1.69113 -0.78019 2.26884 -0.33
C 2.38630 -1.79040 2.94222 -0.50
C 3.04026 -1.46396 4.11514 -0.68
C 3.01005 -0.15880 4.60526 -0.75
C 2.32680 0.84859 3.93235 -0.25
C 1.65432 0.53224 2.76486 -0.22
P 0.79919 1.69927 1.63139 2.96
C -0.50030 2.48459 2.61541 0.87
C -0.95321 1.93344 3.81209 -0.71
C -1.98550 2.55206 4.50274 -0.99
C -2.56481 3.71227 4.00996 -0.66
C -2.11645 4.26445 2.81769 -1.07
C -1.09103 3.64995 2.11824 -0.65
C 2.11494 2.94383 1.44379 0.70
C 3.28983 2.50598 0.82922 -0.81
C 4.39268 3.33803 0.76167 -0.74
C 4.32844 4.61333 1.30945 -0.68
C 3.16442 5.05187 1.92031 -0.71
C 2.05352 4.22157 1.99162 -0.40
H 2.41113 -2.79902 2.54994 0.59
H 3.58711 -2.22644 4.65345 0.46
H 3.53765 0.07374 5.52118 0.50
H 2.32684 1.86558 4.30514 0.58
H -0.50160 1.03266 4.20744 0.55
H -2.33380 2.13431 5.43903 0.50
H -3.36415 4.19090 4.55937 0.48
H -2.56216 5.17555 2.43949 0.49
H -0.73069 4.07581 1.18731 0.66
H 3.33574 1.50173 0.42392 0.40
H 5.30434 2.99854 0.28745 0.48
H 5.19110 5.26465 1.26464 0.41
H 3.11839 6.04209 2.35357 0.47
H 1.15424 4.56853 2.48164 0.44
C 2.91946 2.14962 -2.57883 -0.97
C 2.25637 0.79476 -2.74625 -0.53
O 1.82064 0.23571 -1.47680 -0.36
H 3.01959 2.64318 -3.54525 0.39
H 3.91278 2.04818 -2.14291 0.37
H 2.32928 2.78957 -1.91992 0.25
H 2.93710 0.08849 -3.21946 0.42
H 1.37019 0.85633 -3.37692 0.36
H 2.52816 -0.32028 -1.13837 0.26
```

Properties
Total charge = +2
Spin multiplicity = 3


Of them, run w has the lowest stability.


Run w
The following is a DFT calculation (wB97M-V/def2-TZVPD) of an isolated ion of composition C3H6IN4 and charge +1.

The geometry in XYZ format:
```
14
Properties=species:S:1:pos:R:3:mulliken_charge:R:1
C 1.01304 -0.93099 0.78429 0.38
C -0.52387 0.17471 -1.02373 -0.63
C -1.20281 -0.61509 -0.09380 -0.63
N 1.60939 -1.19595 -0.25127 0.09
N 1.20184 -1.45143 -1.43200 -0.48
N 0.43631 -0.52601 -1.88993 0.24
N 1.17709 -0.33076 1.87203 -0.36
I -1.94189 -2.53127 -0.50804 0.28
H -1.16370 0.53622 -1.75573 0.44
H -0.11350 1.06119 -0.62352 0.33
H -1.56529 -0.08889 0.77598 0.53
H 0.15159 -0.62863 -2.80524 0.29
H 0.55749 -0.50269 2.64825 0.27
H 1.93823 0.31459 1.94449 0.24
```

Properties
Total charge = +1
Spin multiplicity = 1


Run x
The following is a DFT calculation (wB97M-V/def2-TZVPD) of an isolated ion of composition C3H6IN4 and charge +1.

The geometry in XYZ format:
```
14
Properties=species:S:1:pos:R:3:mulliken_charge:R:1
C -0.85608 1.07583 -1.33306 -0.05
C -0.07628 -0.62056 0.01342 0.63
C 0.84077 -0.84359 1.13666 -1.22
N -0.56393 -1.46157 -0.79488 0.06
N -1.29362 -1.21049 -1.78802 -0.58
N -1.16671 0.15895 -2.16094 0.16
N -0.63739 0.66979 -0.03740 -0.12
I 0.42524 -3.75506 -0.96171 0.09
H -0.63892 2.01288 -1.75533 0.43
H 1.75411 -1.36813 0.97179 0.37
H 0.21141 -1.66142 1.58246 0.34
H 1.07244 0.05331 1.78536 0.28
H -1.52575 0.30097 -3.19796 0.34
H -0.66726 1.23736 0.77754 0.28
```

Properties
Total charge = +1
Spin multiplicity = 1


Of them, run w has the lowest stability.


Run w
The following is a DFT calculation (wB97M-V/def2-TZVPD) of one molecule with the formula C18H17N3O4S.

The geometry in XYZ format:
```
43
Properties=species:S:1:pos:R:3:mulliken_charge:R:1
C -2.04556 -0.19033 -2.47996 -0.97
H -2.41455 -1.12505 -2.06422 0.32
H -0.97023 -0.13516 -2.32530 0.30
H -2.24711 -0.17836 -3.54699 0.36
C -2.73509 0.99532 -1.81274 -0.69
N -2.46115 1.02404 -0.40005 0.20
C -1.42698 1.66636 0.21124 0.44
N -1.44043 1.44576 1.50239 -0.26
N -2.47887 0.64887 1.76632 -0.98
C -3.09513 0.38334 0.63845 0.48
C -4.25624 -0.45012 0.55208 0.62
C -4.95003 -1.05788 1.56909 -0.74
C -6.00262 -1.76712 0.95342 -0.38
C -5.87676 -1.54505 -0.38410 -0.55
O -4.82449 -0.75048 -0.64031 -0.31
H -6.44830 -1.88097 -1.22651 0.46
H -6.74984 -2.36083 1.43795 0.47
H -4.71697 -0.98865 2.61022 0.56
S -0.27377 2.63249 -0.65621 -0.24
C 0.68839 3.29524 0.74617 -0.84
C 2.15088 2.91209 0.61193 0.60
O 2.99166 3.77298 0.47857 -0.60
C 2.48168 1.47396 0.61475 0.01
C 3.69963 1.10078 0.04775 -0.73
C 4.08921 -0.22596 0.00562 0.54
C 3.26453 -1.20415 0.57835 0.72
C 2.04685 -0.83035 1.13886 -1.11
C 1.65106 0.48961 1.15546 -0.47
H 0.71191 0.74362 1.62128 0.61
H 1.42850 -1.60071 1.57124 0.47
O 3.62057 -2.52136 0.61739 -0.46
C 4.98413 -2.74750 0.32955 -0.45
C 5.41058 -1.91917 -0.88103 -0.44
H 6.46071 -2.08456 -1.12518 0.34
O 5.27562 -0.54389 -0.60164 -0.46
H 4.78438 -2.18993 -1.74266 0.28
H 5.08725 -3.81645 0.13818 0.34
H 5.59830 -2.46583 1.19538 0.29
H 4.34428 1.85365 -0.37757 0.52
H 0.22651 2.89060 1.64563 0.52
H 0.59912 4.38165 0.71877 0.46
H -3.81604 0.93612 -1.95441 0.35
H -2.36560 1.93339 -2.23718 0.42
```

Properties
SMILES = CCn1c(SCC(=O)c2ccc3c(c2)OCCO3)nnc1-c1ccco1
Spin multiplicity = 1


Run x
The following is a DFT calculation (wB97M-V/def2-TZVPD) of one molecule with the formula C18H17N3O4S.

The geometry in XYZ format:
```
43
Properties=species:S:1:pos:R:3:mulliken_charge:R:1
C -0.46044 0.12937 -3.08678 -0.35
H 0.13131 -0.27833 -2.25847 0.10
O 0.02805 1.36906 -3.54102 -0.41
C -0.06999 2.42955 -2.62695 -0.19
C 1.19512 2.63624 -1.77183 -1.37
N 1.43829 1.56056 -0.82991 0.03
C 0.71346 1.42858 0.31121 0.38
N 0.79937 0.46099 1.15077 -0.19
C 1.68960 -0.54503 0.89423 0.13
C 1.75536 -1.64208 1.75890 -0.41
C 2.66322 -2.64718 1.51694 -0.49
C 3.52276 -2.58458 0.42039 -0.62
C 3.46782 -1.51180 -0.44006 -0.67
C 2.54934 -0.48470 -0.21494 0.41
C 2.46997 0.64740 -1.13080 0.57
O 3.19591 0.83018 -2.08140 -0.68
H 4.11711 -1.43734 -1.29911 0.48
H 4.23034 -3.38107 0.24819 0.40
H 2.71299 -3.49495 2.18440 0.42
H 1.08386 -1.67518 2.60212 0.42
S -0.44478 2.69886 0.68628 -0.15
C -1.20488 1.97545 2.17830 -0.95
C -1.75636 0.60667 1.93058 0.47
C -2.39958 0.30666 0.74064 0.08
C -2.87381 -0.97804 0.51896 -0.25
C -2.74515 -1.97297 1.47901 -0.54
C -2.12507 -1.66248 2.67485 -0.50
C -1.63030 -0.38773 2.89620 -0.66
H -1.13055 -0.16027 3.82568 0.36
H -2.01469 -2.42148 3.43386 0.43
H -3.12084 -2.96273 1.27172 0.51
N -3.49096 -1.28333 -0.74640 1.05
O -3.44438 -0.43124 -1.61068 -0.63
O -4.00647 -2.37133 -0.87779 -0.63
H -2.52695 1.05424 -0.02859 0.55
H -0.45039 1.95670 2.96290 0.38
H -1.99486 2.68142 2.44265 0.48
H 2.06367 2.66060 -2.43535 0.46
H 1.11119 3.58173 -1.22864 0.53
H -0.20002 3.33638 -3.22590 0.37
H -0.95171 2.30664 -1.98517 0.19
H -1.50927 0.20573 -2.77490 0.18
H -0.38732 -0.54917 -3.93409 0.32
```

Properties
SMILES = COCCn1c(SCc2cccc([N+](=O)[O-])c2)nc2ccccc2c1=O
Spin multiplicity = 1


Of them, run x has the lowest stability.